ORCA calculation (ωB97M-V/def2-TZVPD) on 2 unconnected molecules or ions with the total composition H6NS2 at a distorted geometry.

XYZ file:
```
9
Properties=species:S:1:pos:R:3
N 0.88920 -0.68884 0.98468
H 0.20117 -0.57722 1.71634
H 1.68263 -0.23044 1.37460
H 1.09293 -1.72213 0.71175
H 0.52794 -0.23896 0.08550
S -1.59116 0.17999 -0.46770
S -0.05969 1.11323 -1.64159
H -2.18637 1.22187 0.11152
H -0.55666 0.94250 -2.87510
```

Properties
Max |F| = 2.88 eV/A
Net charge = +2
Gap between HOMO and LUMO (alpha / beta) = 10.828 / 6.359 eV
ΔE to the lowest compared entry with this formula, charge and spin = 31.4 kcal per mole
2S+1 = 2